This record from OMol25 describes an isolated molecule of C18H17Cl2N3OS in a non-equilibrium geometry. The level of theory is ωB97M-V with the def2-TZVPD basis set.

SMILES string   N#CCCN1CCN(C(=S)c2ccc(-c3ccc(Cl)c(Cl)c3)o2)CC1
Highest occupied orbital energy   -7.5233 eV
Energy above the lowest of the compared OMol25 structures with the same formula, charge and spin   17.161 eV
M   394.327 g mol⁻¹

Each line ends with the Löwdin charge.
Cartesian coordinates (Å):
N 0.216 0.144 2.327  0.141
C 1.452 0.068 2.091  -0.204
C 2.874 0.042 1.884  -0.088
H 3.258 0.278 2.794  0.086
H 3.055 0.415 0.930  0.042
C 3.096 -1.611 1.713  -0.214
N 2.888 -2.199 0.516  -0.133
C 3.748 -1.475 -0.848  0.018
C 2.822 -0.937 -1.953  -0.215
N 1.710 -0.439 -1.311  -0.111
C 1.509 1.131 -1.076  -0.724
S 2.750 2.054 -1.468  0.786
C 0.360 1.345 -0.753  -0.383
C 0.159 2.889 -0.111  0.127
C -1.239 2.892 0.004  -0.036
C -1.868 1.666 -0.084  -0.156
C -3.125 1.061 -0.088  -0.055
C -3.495 -0.141 -0.439  -0.203
C -4.650 -0.452 -0.524  -0.599
C -5.811 0.319 0.100  -0.699
C -5.537 1.570 0.273  -0.237
C -4.315 2.143 0.460  0.098
H -3.993 3.176 0.659  0.098
H -6.354 2.262 0.880  0.175
Cl -7.403 -0.135 -0.182  0.732
Cl -5.010 -2.157 -0.946  0.636
H -2.658 -0.923 -0.864  0.196
O -0.807 1.030 -0.712  0.073
H -1.808 3.727 0.649  0.155
H 0.928 3.506 0.062  0.034
C 0.815 -1.283 -0.773  -0.170
H 0.130 -0.965 -0.099  0.065
C 1.704 -2.468 -0.054  -0.214
H 1.803 -3.444 -0.820  0.164
H 1.107 -2.987 0.786  0.136
H 0.212 -1.630 -1.466  0.078
H 3.431 -0.191 -2.600  0.138
H 2.578 -1.753 -2.262  0.016
H 4.424 -2.218 -1.115  0.072
H 4.267 -0.553 -0.239  0.137
H 2.700 -2.246 2.527  0.139
H 4.080 -1.511 2.132  0.100

***

This record from OMol25 describes an isolated molecule of C18H17Cl2N5O2 in a non-equilibrium geometry. The level of theory is ωB97M-V with the def2-TZVPD basis set.

SMILES string   Cc1nn(C)c(Oc2cccc(Cl)c2Cl)c1C(=O)N1CCn2cncc2C1
Highest occupied orbital energy   -8.4646 eV
Energy above the lowest of the compared OMol25 structures with the same formula, charge and spin   0.000 eV
M   406.273 g mol⁻¹

Each line ends with the Löwdin charge.
Cartesian coordinates (Å):
O -1.971 0.655 -1.404  0.077
Cl 1.045 -4.730 0.457  0.675
Cl 1.370 -2.260 2.362  0.708
N 4.848 -0.438 -1.582  0.044
N -1.745 3.125 1.962  0.127
O -0.865 -0.379 2.306  0.034
C -0.987 0.806 -0.709  -0.422
C 4.028 -0.769 -2.556  -0.157
C -1.563 2.824 0.702  -0.255
C 4.044 0.070 -0.551  -0.092
C -1.181 1.424 0.589  -0.058
C -1.177 0.909 1.872  -0.167
C 2.720 0.050 -0.947  -0.200
C -2.399 -2.740 -0.083  -0.071
C -1.391 -3.691 -0.180  -0.115
C -2.302 -1.642 0.747  0.003
C -0.198 -3.518 0.525  -0.676
C -0.072 -2.395 1.378  -0.571
C -1.100 -1.447 1.461  -0.264
N -1.438 2.002 2.664  -0.123
N 2.705 -0.481 -2.209  -0.050
N 0.272 0.331 -1.138  0.004
C -1.690 3.840 -0.427  -0.005
C -1.439 1.941 4.137  0.002
C 1.459 0.514 -0.264  -0.061
C 1.563 -0.531 -3.092  -0.104
C 0.291 -0.673 -2.244  -0.091
H 4.292 -1.301 -3.464  0.120
H 4.424 0.473 0.376  0.100
H -3.302 -2.862 -0.733  0.132
H -1.519 -4.590 -0.771  0.107
H -3.075 -0.883 0.794  0.133
H -0.750 3.906 -0.925  0.066
H -2.409 3.474 -1.146  0.073
H -1.982 4.819 -0.038  0.082
H -2.356 1.489 4.518  0.084
H -0.590 1.397 4.517  0.080
H -1.401 2.982 4.554  0.102
H 1.404 -0.019 0.687  0.084
H 1.555 1.600 -0.020  0.146
H 1.550 0.380 -3.614  0.111
H 1.672 -1.403 -3.767  0.140
H -0.559 -0.563 -2.927  0.125
H 0.223 -1.693 -1.816  0.124

***

This record from OMol25 describes an isolated molecule of C18H17ClN2O4 in a non-equilibrium geometry. The level of theory is ωB97M-V with the def2-TZVPD basis set.

SMILES string   COc1ccccc1OCc1ccc(C(=O)n2nc(C)c(Cl)c2C)o1
Highest occupied orbital energy   -8.5628 eV
Energy above the lowest of the compared OMol25 structures with the same formula, charge and spin   3.580 eV
M   360.797 g mol⁻¹

Each line ends with the Löwdin charge.
Cartesian coordinates (Å):
C 1.918 1.259 -0.637  -0.071
H 1.665 1.069 0.411  0.098
O 1.909 0.073 -1.392  -0.069
C 2.777 -0.919 -1.067  -0.213
C 3.709 -0.863 -0.038  -0.015
C 4.548 -1.938 0.206  -0.089
C 4.474 -3.081 -0.566  -0.093
C 3.545 -3.152 -1.592  -0.006
C 2.702 -2.086 -1.851  -0.214
O 1.802 -2.147 -2.900  -0.030
C 0.530 -2.682 -2.566  -0.088
C -0.129 -1.929 -1.456  -0.235
C 0.007 -2.064 -0.094  0.009
C -0.748 -1.028 0.479  0.016
C -1.296 -0.326 -0.574  -0.172
C -2.168 0.836 -0.698  -0.305
O -2.586 1.240 -1.759  0.126
N -2.510 1.490 0.497  0.001
C -3.354 2.573 0.610  -0.237
C -3.396 2.863 1.952  -0.587
C -2.554 1.920 2.598  -0.341
N -2.037 1.113 1.704  0.127
C -2.270 1.816 4.048  -0.032
H -1.573 1.004 4.231  0.078
H -1.847 2.750 4.413  0.082
H -3.194 1.631 4.594  0.083
Cl -4.286 4.114 2.710  0.705
C -4.043 3.239 -0.516  -0.021
H -3.320 3.632 -1.228  0.091
H -4.654 4.051 -0.129  0.067
H -4.671 2.530 -1.053  0.091
O -0.915 -0.894 -1.743  0.124
H -0.881 -0.807 1.516  0.093
H 0.581 -2.807 0.421  0.123
H 0.628 -3.739 -2.278  0.139
H -0.060 -2.595 -3.480  0.142
H 3.470 -4.033 -2.211  0.122
H 5.132 -3.914 -0.375  0.100
H 5.266 -1.873 1.010  0.103
H 3.787 0.017 0.580  0.105
H 2.886 1.766 -0.697  0.098
H 1.152 1.893 -1.082  0.098

***

This record from OMol25 describes an isolated molecule of C18H17ClN2OS in a non-equilibrium geometry. The level of theory is ωB97M-V with the def2-TZVPD basis set.

SMILES string   CC(C)[C@H]1C(=S)Nc2ccc(Cl)cc2C(c2ccccc2)=[N+]1[O-]
Highest occupied orbital energy   -8.1291 eV
Energy above the lowest of the compared OMol25 structures with the same formula, charge and spin   3.429 eV
M   344.867 g mol⁻¹

Each line ends with the Löwdin charge.
Cartesian coordinates (Å):
O -0.170 2.672 0.085  0.014
S -3.690 1.508 1.464  0.728
Cl 2.091 -4.320 -0.465  0.714
C -2.523 0.561 0.820  -0.763
C 0.515 0.601 0.467  -0.082
C 4.685 1.355 1.382  -0.055
C 3.851 0.758 2.325  -0.081
C 4.127 1.632 0.071  -0.086
C -0.219 -3.594 0.708  -0.122
C 2.469 0.747 2.085  -0.023
C 2.827 1.444 -0.205  -0.051
C 1.123 -1.803 -0.028  -0.002
C -1.338 -2.782 0.969  0.030
C 0.973 -3.201 0.161  -0.691
C 1.939 0.979 0.803  -0.152
C 0.162 -0.843 0.464  -0.080
C -1.067 -1.363 0.941  -0.193
N -2.095 -0.573 1.462  0.071
N -0.417 1.481 0.095  -0.152
C -1.603 1.247 -2.743  -0.049
C -3.535 0.032 -1.815  -0.039
C -1.828 1.145 -0.346  -0.286
C -2.048 0.372 -1.583  -0.389
H 5.775 1.331 1.593  0.108
H 4.078 0.516 3.314  0.081
H 4.918 1.937 -0.613  0.103
H -0.312 -4.579 0.876  0.061
H 1.760 0.549 2.902  0.126
H 2.522 1.714 -1.203  0.118
H 2.092 -1.389 -0.308  0.114
H -2.330 -3.172 1.313  0.131
H -2.710 -0.989 2.160  0.142
H -1.798 0.761 -3.675  0.072
H -2.167 2.152 -2.738  0.082
H -0.510 1.434 -2.786  0.098
H -4.107 1.012 -1.631  0.116
H -3.835 -0.860 -1.265  0.086
H -3.772 -0.108 -2.834  0.058
H -2.285 2.143 -0.608  0.142
H -1.546 -0.508 -1.614  0.099

***

This record from OMol25 describes a structure of composition C18H17EuN in a non-equilibrium geometry. The level of theory is ωB97M-V with the def2-TZVPD basis set.

<S²>   15.78
Spin multiplicity   8
Highest occupied orbital energy (spin up / spin down)   3.2316 / -1.2666 eV
Total charge   -2
Energy above the lowest of the compared OMol25 structures with the same formula, charge and spin   6.361 eV
M   399.305 g mol⁻¹

Each line ends with the Löwdin spin population.
Cartesian coordinates (Å):
C 1.112 -1.378 -3.197  0.013
C -0.286 -1.305 -3.450  0.021
C -0.968 -2.003 -2.410  0.004
C 0.012 -2.495 -1.505  0.000
C 1.298 -2.103 -1.986  0.002
Eu 0.209 -0.102 -1.395  6.536
C -1.363 1.549 -2.308  0.069
C -0.217 1.943 -2.877  0.063
C 0.736 2.468 -3.620  0.098
N 1.550 0.912 -1.083  -0.090
H -2.049 -2.125 -2.317  0.021
H -0.751 -0.803 -4.301  0.036
H -0.181 -3.054 -0.588  0.004
H 2.255 -2.312 -1.505  0.009
H 1.899 -0.927 -3.802  0.015
H -2.034 0.843 -2.813  0.065
H 2.419 1.459 -1.060  0.012
H -1.708 1.990 -1.366  0.014
H 0.482 3.266 -4.332  0.055
H 1.775 2.136 -3.554  0.018
C 0.430 -1.674 4.357  0.001
C 0.694 -2.178 3.074  0.006
C 0.331 -1.444 1.947  0.006
C -0.274 -0.195 2.084  0.001
C -0.434 0.597 0.961  -0.012
C -0.809 1.950 1.156  0.004
C -1.137 2.449 2.418  0.012
C -0.995 1.632 3.535  0.003
C -0.516 0.329 3.380  0.002
C -0.180 -0.428 4.507  0.001
H 0.752 -2.228 5.223  0.000
H 1.206 -3.119 2.953  0.002
H 0.595 -1.810 0.974  0.001
H -0.873 2.655 0.350  0.004
H -1.457 3.479 2.533  0.004
H -1.193 2.053 4.514  0.000
H -0.331 -0.027 5.504  0.000

***

This record from OMol25 describes a structure of composition C18H17F4N2 in a non-equilibrium geometry. The level of theory is ωB97M-V with the def2-TZVPD basis set.

Highest occupied orbital energy   -12.8668 eV
Total charge   +1
Energy above the lowest of the compared OMol25 structures with the same formula, charge and spin   0.740 eV
M   337.340 g mol⁻¹

Each line ends with the Löwdin charge.
Cartesian coordinates (Å):
C 2.414 -2.074 0.400  -0.143
C 1.928 -1.573 1.780  -0.147
C 0.401 -1.537 1.711  -0.155
N 0.101 -2.406 0.582  -0.139
N -1.148 -2.173 0.115  0.092
C -1.551 -2.694 -0.962  0.028
C 1.158 -2.365 -0.431  -0.159
H 3.002 -1.303 -0.116  0.116
H 3.004 -2.996 0.485  0.116
H 2.237 -2.265 2.574  0.116
H 2.311 -0.566 1.987  0.116
H -0.106 -1.917 2.606  0.124
H 0.025 -0.506 1.565  0.126
H -2.550 -2.256 -1.292  0.026
H -0.885 -3.307 -1.630  0.159
H 0.988 -1.581 -1.198  0.133
H 1.160 -3.311 -0.984  0.115
F -4.363 2.114 -2.009  0.063
C -4.552 0.961 -1.276  -0.198
C -5.210 1.071 -0.055  0.107
C -5.422 -0.122 0.628  -0.204
F -6.122 -0.081 1.812  0.064
C -5.028 -1.367 0.146  0.065
C -4.342 -1.418 -1.070  -0.188
C -3.666 -2.706 -1.406  -0.036
C -3.774 -3.273 -2.782  -0.191
C -4.336 -4.556 -2.939  0.063
C -4.310 -5.162 -4.191  -0.211
F -4.698 -6.477 -4.288  0.067
C -3.942 -4.499 -5.360  0.106
C -3.475 -3.196 -5.172  -0.201
F -3.139 -2.472 -6.294  0.062
C -3.394 -2.561 -3.926  0.049
C -4.142 -0.256 -1.824  0.066
H -5.571 2.036 0.325  0.156
H -5.149 -2.287 0.726  0.143
H -3.849 -3.510 -0.635  0.169
H -4.704 -5.089 -2.066  0.137
H -4.029 -4.962 -6.349  0.153
H -2.993 -1.549 -3.880  0.117
H -3.621 -0.257 -2.783  0.116